{
  "formula": "C2HNOS",
  "method": "ωB97M-V/def2-TZVPD",
  "charge": 0,
  "gap_ev": 10.574,
  "species": ["C", "C", "N", "O", "S", "H"],
  "positions_angstrom": [[1.04528, -0.88534, 0.79308], [-0.14069, 0.60555, -0.80696], [-0.69545, 1.12044, 0.06776], [0.35685, 0.11105, -1.71953], [0.75771, -2.37967, 0.90231], [-1.32370, 1.42797, 0.76334]],
  "lowdin_charge": [-0.55, -0.59, 0.22, 0.12, 0.70, 0.10]
}

---

{
  "formula": "C2HNS2",
  "method": "ωB97M-V/def2-TZVPD",
  "multiplicity": 3,
  "s2": 2.02,
  "charge": 0,
  "gap_ev": [8.564, 6.762],
  "species": ["C", "C", "N", "S", "S", "H"],
  "positions_angstrom": [[-0.82099, -0.61859, 0.76882], [-0.06920, -0.22928, -0.27438], [-1.31577, -0.93783, 1.77706], [0.48134, -1.27732, -1.49645], [0.33120, 1.49909, -0.06134], [1.39341, 1.56392, -0.71372]],
  "lowdin_charge": [-0.46, -1.12, 0.17, 0.79, 0.82, -0.20]
}

---

{
  "formula": "C2HNiO2",
  "method": "ωB97M-V/def2-TZVPD",
  "multiplicity": 3,
  "s2": 2.01,
  "charge": 1,
  "gap_ev": [9.501, 8.329],
  "species": ["O", "C", "O", "C", "Ni", "H"],
  "positions_angstrom": [[3.08954, 0.07468, 0.31879], [1.97818, 0.08237, 0.20265], [-1.97910, 0.38306, 0.22808], [-2.90507, -0.25478, -0.36523], [-0.23534, 0.03544, -0.05164], [-3.12145, -1.21118, 0.20032]],
  "lowdin_charge": [0.19, 0.07, -0.12, 0.21, 0.54, 0.12]
}

---

{
  "formula": "C2HO2S2",
  "method": "ωB97M-V/def2-TZVPD",
  "charge": -1,
  "smiles": "O=C([S-])C(=O)S",
  "gap_ev": 6.784,
  "species": ["O", "C", "S", "C", "O", "S", "H"],
  "positions_angstrom": [[-1.49710, -0.85881, -1.30573], [-1.03106, 0.03280, -0.55971], [-1.91637, 1.03712, 0.29488], [0.21733, -0.23218, 0.17627], [0.21257, -1.27782, 0.86827], [1.47245, 0.81488, -0.16943], [2.54218, 0.48401, 0.69544]],
  "lowdin_charge": [-0.12, -1.17, 0.60, -0.98, -0.05, 0.81, -0.09]
}

---

{
  "formula": "C2HO2S2",
  "method": "ωB97M-V/def2-TZVPD",
  "charge": -1,
  "smiles": "O=C([O-])C1SS1",
  "gap_ev": 7.562,
  "species": ["O", "C", "O", "C", "S", "S", "H"],
  "positions_angstrom": [[-0.11595, 0.65156, 2.41917], [0.63936, 0.82321, 1.47408], [1.84441, 0.99858, 1.37257], [-0.10154, 0.69544, 0.04340], [-1.63616, 1.53778, -0.34648], [0.14933, 1.85771, -1.29925], [-0.10729, -0.33814, -0.31449]],
  "lowdin_charge": [-0.06, -0.84, -0.06, -0.92, 0.41, 0.41, 0.05]
}

---

{
  "formula": "C2HO3Ru",
  "method": "ωB97M-V/def2-TZVPD",
  "multiplicity": 6,
  "s2": 8.77,
  "charge": 2,
  "gap_ev": [6.225, 8.386],
  "species": ["H", "O", "O", "O", "C", "C", "Ru"],
  "positions_angstrom": [[-0.15129, 1.50082, -1.94323], [-0.37482, 2.18270, -0.06194], [0.26115, -2.58077, 1.44280], [-0.06021, -0.84695, -0.06581], [-0.00991, 1.27988, -0.86204], [0.01447, -2.23799, 0.37857], [0.32062, 0.70231, 1.11166]],
  "lowdin_charge": [0.17, -0.03, 0.34, -0.28, 0.01, 0.07, 1.72]
}

---

{
  "formula": "C2HO3S2",
  "method": "ωB97M-V/def2-TZVPD",
  "charge": -1,
  "smiles": "O=C([O-])C1(O)SS1",
  "gap_ev": 7.539,
  "species": ["O", "C", "O", "C", "O", "S", "S", "H"],
  "positions_angstrom": [[1.51446, 1.37287, 0.08829], [0.33712, 1.31148, -0.06455], [-0.62672, 2.03602, -0.06627], [-0.26293, -0.29723, -0.11125], [0.78171, -1.61741, -0.23562], [-1.56626, -0.71695, 0.96948], [-1.64336, -0.59884, -1.08285], [1.46597, -1.48993, 0.50277]],
  "lowdin_charge": [0.01, -0.81, -0.05, -1.02, -0.26, 0.52, 0.55, 0.07]
}

---

{
  "formula": "C2HO3S2",
  "method": "ωB97M-V/def2-TZVPD",
  "charge": -1,
  "gap_ev": [7.339, 7.338],
  "species": ["C", "C", "O", "O", "O", "S", "S", "H"],
  "positions_angstrom": [[-0.33961, 0.99327, -0.06626], [-1.03616, -0.29130, 0.17582], [-0.95098, 1.79983, -0.73127], [0.73864, 1.07141, 0.54755], [1.92292, -1.04582, -0.44654], [-2.54562, -0.42261, 0.52863], [0.65210, -1.98439, 0.00818], [1.55869, -0.12039, -0.01611]],
  "lowdin_charge": [-0.89, -0.74, 0.01, -0.05, -0.66, 0.72, 0.61, 0.01]
}